(1)
The following is a quantum chemistry calculation of C15H22N8NdOS5Si as an isolated structure, from the Open Molecules 2025 dataset.

The total energy is -3940.096679 a.u. The HOMO energy (alpha / beta) comes out at -0.164 / -0.161 Ha. As for the LUMO energy (alpha / beta): 1.78 / 1.81 eV.

Structure (ORCA input):
```
! RIJCOSX wB97M-V def2-TZVPD def2/J DEFGRID3
* xyz -1 4
H 0.61742 3.36405 4.29010
N -1.07857 -1.05216 -2.70688
C -3.17790 2.68945 3.32010
N 0.29293 -1.05538 -3.00931
C 0.00005 -3.46997 -0.06096
H 0.77771 -1.88125 -2.67493
C 2.93079 0.44824 -0.20682
C 0.74951 -5.10294 -2.18780
N -2.23440 -1.70733 0.09892
H -2.81166 -0.87238 0.06274
N 5.53091 2.43785 -1.27835
Nd -0.38366 1.93566 0.33018
S -2.76084 2.57925 -1.22846
H -3.51617 3.33011 4.14042
H 2.85755 0.79810 -3.20394
H -0.38313 2.00925 4.78686
H -3.23151 1.65087 3.64898
H -1.31713 -5.66447 -2.26275
H -1.92735 5.55926 3.40301
S 1.45122 -0.24897 0.39372
C 0.99183 0.09838 -3.10451
H 2.78035 -0.90679 -3.10302
C 1.70209 -4.33924 -1.52359
S 0.26507 1.61359 -3.01797
C -0.94962 -4.25661 -0.70104
C 1.33436 -3.52399 -0.46715
S -1.37093 -0.61989 2.37417
N 4.52396 -1.35842 -1.15491
H -0.87553 3.65773 5.19685
H -0.58623 5.49956 2.25454
C 4.50927 2.13809 -0.84150
H -1.25409 -0.27116 -2.05900
Si -1.40456 3.16630 2.80356
H -2.22942 5.26791 1.68329
H 2.06584 -2.90124 0.02633
C -0.56977 -5.06040 -1.76574
H -1.97523 -4.25098 -0.36033
N -0.32189 -2.62362 1.01920
C 3.86652 -0.53141 -0.69075
N -2.45758 1.20486 -0.79498
H 1.03586 -5.72899 -3.02023
C -0.41473 3.03725 4.42227
C -1.54886 5.05140 2.50948
C 3.22383 1.77313 -0.29504
O -1.68597 3.58199 -0.89474
H 0.44490 -2.38261 1.63374
N 2.31034 -0.04072 -3.32543
S 2.19578 3.09855 0.15174
H -1.94354 -2.06441 -0.80490
H -3.88552 2.80109 2.49581
C -1.32806 -1.71320 1.09130
H -1.57345 -0.79974 -3.56045
H 2.73919 -4.36368 -1.83184
*
```

(2)
The following is a quantum chemistry calculation of one molecule with the formula C15H23Cl2N2O2P, from the Open Molecules 2025 dataset.

The SMILES is C[C@H]1CCN(Cc2ccccc2)[P@](=O)(N(CCCl)CCCl)O1. The value obtained for the energy above the lowest of the compared OMol25 structures with the same formula, charge and spin is 54.6 kcal per mole. The total energy is -2107.098632 a.u. The HOMO energy comes out at -0.323 Ha. As for the LUMO energy: 0.52 eV.

Structure (ORCA input):
```
! RIJCOSX wB97M-V def2-TZVPD def2/J DEFGRID3
* xyz 0 1
P -0.86795 -0.20957 -0.20530
H -0.15195 4.15635 3.30666
C -1.32694 -1.23941 -2.46075
H -2.49460 -3.06761 -0.54903
C -1.78586 -3.50597 0.16230
H -0.75095 0.61763 -3.37140
H -2.08929 -2.15592 -4.32874
C 0.06764 2.90015 1.51078
C 0.88692 -0.87921 2.75443
C 0.52498 3.69178 2.59814
C -2.47356 -1.69891 -3.42200
C 1.03419 -1.44371 1.30193
H -1.04206 2.75141 1.46566
O -1.96236 -0.63615 -1.30822
C -0.28226 -0.34446 -3.11408
H 2.12885 4.71399 3.59447
N 0.48068 0.57763 -0.94929
C 0.54574 2.01706 -0.87177
N -0.29460 -1.61563 0.67879
H -3.24500 -2.29161 -2.99811
C 2.36775 2.80351 0.55084
H 3.19295 2.52816 -0.10769
H 0.02850 -0.12118 2.91138
H -2.21560 -2.09818 1.67822
Cl 1.00598 -2.06186 4.11242
H 1.17811 2.41982 -1.58128
O -1.55144 0.56495 0.87046
H -0.90460 -3.91314 -0.39656
C 0.96563 -0.13883 -2.12849
H 1.72128 -0.71935 0.69281
C 1.02114 2.51717 0.48889
H -0.72775 -3.13764 1.95010
Cl -2.63364 -4.76772 1.12164
H 1.74083 -0.25629 2.89476
C 2.78565 3.56035 1.76348
H 0.06647 -0.74765 -4.08328
H -2.90579 -0.72989 -3.77169
C 1.83459 4.02560 2.71736
C -1.26547 -2.54361 1.23959
H 1.51620 -2.43015 1.31301
H -0.76934 -2.22272 -2.34299
H 1.31201 -1.18457 -1.91540
H 3.88448 3.74549 1.93885
H 1.91804 0.17165 -2.50193
H -0.46761 2.39826 -1.20899
*
```

(3)
The following is a quantum chemistry calculation of C15H23ClMoN2O as an isolated structure, from the Open Molecules 2025 dataset.

The value obtained for the energy above the lowest of the compared OMol25 structures with the same formula, charge and spin is 2.0 kcal per mole. The total energy is -1297.851177 a.u. The HOMO energy (alpha / beta) comes out at -0.545 / -0.545 Ha. As for the LUMO energy (alpha / beta): -9.16 / -9.16 eV.

Structure (ORCA input):
```
! RIJCOSX wB97M-V def2-TZVPD def2/J DEFGRID3
* xyz 2 3
H -0.94251 -0.93319 -5.62990
H -2.37700 -1.19763 -0.18968
H 3.06622 0.45320 2.38758
H 2.66171 -0.14698 -0.23167
H 0.07760 -0.40354 -6.96619
N -0.20284 -1.11004 5.59194
H 2.43851 0.69384 -5.26067
O 0.21201 0.15117 3.72978
H 1.88905 -1.46166 3.81432
H 0.39577 1.96858 5.01727
C 0.03682 -0.52242 -5.88344
H -2.36660 1.53155 0.01223
C -0.83565 1.82692 -5.59475
Mo -0.09558 -0.34351 1.39658
C -2.16821 -0.62154 0.69581
H -0.69030 2.79116 -5.10354
C -2.09450 1.17467 2.20460
C -2.03263 -1.17942 2.03495
C 0.26305 0.83179 -5.19832
C 1.69629 -1.24497 2.77986
H -0.37681 -1.94762 5.01502
H -0.81392 1.99600 -6.67150
C 2.41502 -0.29482 1.98000
H -1.82554 1.44423 -5.33814
C 1.64858 1.38994 -5.54979
H 1.82352 2.34871 -5.05754
C 2.18055 -0.60786 0.61231
C -2.18779 0.84318 0.82095
H 0.23971 1.21480 6.66330
H 0.47248 -3.05402 2.23771
H 1.04006 -2.33624 -0.32935
H 0.80716 -1.24157 -5.59804
H 1.72366 1.54982 -6.62540
H -0.22266 -1.16231 6.61851
Cl 0.18797 0.58080 -3.40320
C 1.29447 -1.77243 0.54796
H -2.31667 -0.15982 3.99440
C -2.05644 -0.04875 2.95035
H -2.13145 -2.20315 2.33416
C 0.96594 -2.16140 1.91057
H -2.12034 2.14706 2.65373
C 0.08163 0.04511 4.97580
N 0.23965 1.17236 5.65144
*
```

(4)
The following is a quantum chemistry calculation of C15H23CuN6O as an isolated structure, from the Open Molecules 2025 dataset.

The total energy is -2628.535707 a.u. The HOMO energy (alpha / beta) comes out at -0.729 / -0.736 Ha. As for the LUMO energy (alpha / beta): -12.03 / -12.18 eV.

Structure (ORCA input):
```
! RIJCOSX wB97M-V def2-TZVPD def2/J DEFGRID3
* xyz 3 2
C -2.20003 -1.27531 -1.05434
C 2.74696 1.41589 -0.05891
H 2.55815 2.15173 -0.84108
H 1.64439 0.34863 -1.34808
H 3.82433 1.24181 -0.05247
N 0.59187 0.51220 2.05294
H 2.52189 -1.56430 -1.48243
H 2.60918 3.11026 1.30766
H -2.72049 -2.49626 -2.72203
N 1.10136 -2.36924 0.79658
H -4.54025 0.30259 -0.90027
N 2.00557 0.17089 -0.41738
C 2.54978 -2.05970 0.60835
H 1.28477 -4.12054 -0.42217
H -3.79026 -2.64516 -1.32418
C 0.49417 -3.48726 -0.01957
H 2.82755 1.59958 2.15867
H -0.08241 -4.09255 0.67823
C 2.35937 2.05279 1.28872
H 3.86606 -0.88124 -0.59888
H -1.15879 -3.78944 -1.37357
C -0.07867 2.53263 0.89664
C -1.40711 1.90655 0.58837
C -0.43210 -3.00857 -1.14664
H -2.64775 3.61567 1.04377
H 0.99735 -2.65855 1.76579
H 1.03721 4.38157 0.82148
H 0.18285 3.90578 -0.67957
C 0.14286 3.92006 0.41578
C -3.20738 -1.93779 -1.92319
N -1.35575 0.66147 0.08653
H -4.68762 2.54409 0.15471
Cu 0.05944 -0.71122 0.44996
H -0.71985 4.53485 0.67743
C -2.43909 0.10101 -0.46543
C -3.66245 0.76265 -0.46850
N 0.89378 1.87446 1.45271
O 1.18897 0.31068 3.01929
C -3.74261 2.01754 0.11557
N -1.06860 -1.76436 -0.72631
C -2.59271 2.62065 0.62454
H 2.90435 -1.64108 1.55314
H 3.11285 -2.98035 0.44138
H 0.12443 -2.79231 -2.06281
H -3.89358 -1.22621 -2.37417
C 2.79807 -1.09459 -0.53627
*
```

(5)
The following is a quantum chemistry calculation of C15H23KOS2SeSiTe as an isolated structure, from the Open Molecules 2025 dataset.

The value obtained for the energy above the lowest of the compared OMol25 structures with the same formula, charge and spin is 13.2 kcal per mole. The total energy is -5015.872612 a.u. The HOMO energy comes out at -0.025 Ha. As for the LUMO energy: 4.04 eV.

Structure (ORCA input):
```
! RIJCOSX wB97M-V def2-TZVPD def2/J DEFGRID3
* xyz -2 1
C -0.14687 -3.22685 0.35595
H -0.71868 0.69538 6.45496
C 3.48168 0.79641 -2.67729
H -3.93093 7.47663 -5.59209
H -1.02810 -3.01438 0.94729
C 0.26786 -1.93786 5.15094
C -0.99115 0.77241 5.39656
H 3.85629 1.05544 -3.68013
C 1.21792 -2.78649 -1.60156
C 1.86720 0.51400 4.52806
H -1.66971 -3.51840 -2.90552
H 4.07895 1.35984 -1.94436
C -2.27308 -2.92438 -2.21922
S -4.12663 5.47090 -4.18252
H -3.10887 -2.45450 -2.73608
C 0.86951 -4.01752 0.87551
C -2.01432 6.70191 -4.84846
S -1.24231 -1.60717 -1.60000
K 0.66475 1.01116 -2.09844
H 1.03689 -2.54615 4.66718
H 2.61118 -0.04564 3.95723
C 2.04955 -4.18693 0.16604
H 3.17463 -3.65656 -1.58763
H 1.87319 1.54225 4.15981
H 2.85303 -4.77462 0.59457
C -2.65575 4.84314 -3.56444
H -0.68527 -2.46358 5.05090
H -0.95243 1.82407 5.10288
C 0.03854 -2.64771 -0.88798
O -0.61144 -0.99008 -2.82232
H 1.34836 -2.25479 -2.53451
C -1.61301 5.61089 -4.02010
H 3.70777 -0.27346 -2.52023
H 0.51136 -1.85218 6.21556
Si 0.15777 -0.24762 4.29454
Te -2.63919 3.13453 -2.29959
H -2.02244 0.43429 5.27283
H -2.63260 -3.52860 -1.38772
H -0.58719 5.39301 -3.75805
Se -0.47765 -0.35566 2.20025
H -1.32357 7.40956 -5.28916
C 2.23335 -3.56663 -1.06140
C -3.36618 6.75655 -5.02016
H 0.75565 -4.44273 1.86404
H 2.16191 0.51814 5.58387
*
```

(6)
The following is a quantum chemistry calculation of C15H23MnN4P as an isolated structure, from the Open Molecules 2025 dataset.

The value obtained for the energy above the lowest of the compared OMol25 structures with the same formula, charge and spin is 40.7 kcal per mole. The total energy is -2296.453443 a.u. The HOMO energy (alpha / beta) comes out at -0.242 / -0.283 Ha. As for the LUMO energy (alpha / beta): -0.46 / -0.65 eV.

Structure (ORCA input):
```
! RIJCOSX wB97M-V def2-TZVPD def2/J DEFGRID3
* xyz 0 6
C -0.79928 3.46503 0.50536
H -3.62213 -3.17412 -0.79756
H 3.00110 -2.40366 -0.27459
N -0.33295 -0.72150 2.43600
C -0.71380 -0.64870 3.56970
C 0.87044 -2.75679 0.08281
C 2.15260 -1.94753 0.26267
H 1.86422 0.28874 -2.39713
H 3.26478 0.60457 0.98674
N -1.18466 1.00019 6.49494
C -0.67262 -0.70852 -0.23222
H 2.71721 -1.28233 -2.22432
Mn 0.76333 0.17424 0.91744
C -3.00506 -1.11453 -0.83739
H 0.52505 2.52145 -1.97284
C -1.14022 0.18177 5.67818
H -1.40949 4.18907 -0.04789
H 0.05275 3.81476 -3.09628
C -1.51731 -2.97745 -0.44705
H 2.47937 -1.89503 1.31208
C 1.88668 -0.68651 -1.84328
H 1.07865 -3.41248 -0.77522
H -1.44854 3.39365 -2.46448
H -2.54548 1.57627 -1.73871
C -2.11483 1.26375 -0.77403
C 3.38116 0.16223 -0.02155
H -0.59524 2.07683 -3.27451
H 0.77407 -3.41139 0.97023
H 1.87755 0.43293 2.38648
H -4.02525 -0.76143 -1.08961
H 0.94735 -1.19297 -2.09139
H 0.11913 3.93389 0.91462
H 3.56738 1.04378 -0.73565
C -1.94095 -0.22591 -0.62498
C -0.42695 2.92277 -2.61044
H -2.68750 1.74615 0.03764
P -0.39179 2.04311 -0.56101
H -1.38501 3.02606 1.31091
C -0.44736 -2.09658 -0.19512
H -1.36021 -4.08149 -0.44931
C -2.78414 -2.48939 -0.70165
N -1.08191 -0.77385 4.76126
H 4.22039 -0.53628 -0.01476
N 2.08948 -0.56279 -0.33410
*
```

(7)
The following is a quantum chemistry calculation of C15H23N2OZr as an isolated structure, from the Open Molecules 2025 dataset.

The value obtained for the energy above the lowest of the compared OMol25 structures with the same formula, charge and spin is 0.0 kcal per mole. The total energy is -816.892292 a.u. The HOMO energy (alpha / beta) comes out at -0.280 / -0.280 Ha. As for the LUMO energy (alpha / beta): -3.74 / -3.74 eV.

Structure (ORCA input):
```
! RIJCOSX wB97M-V def2-TZVPD def2/J DEFGRID3
* xyz 1 1
H 1.69058 2.28559 -1.62992
H 0.40458 -0.31775 -5.95870
C 2.06132 -0.82340 -0.38493
H 0.68148 -1.63051 3.13486
H -3.06451 -0.68510 0.88309
H 1.73980 -0.25657 -2.53838
H -0.94851 2.01880 3.76655
H 0.19686 2.58288 -5.05320
C -0.88499 -1.45687 -1.56355
H -2.74672 -0.19487 -1.75619
N 0.33990 -0.91868 3.77132
C 0.41708 -0.37503 -4.85635
H 1.47004 -0.31018 -4.55593
H 1.23631 1.99606 -3.75328
O -0.26533 0.43238 2.02007
H 0.03929 -1.37200 -4.59607
H -2.32411 0.74647 -5.15248
C 1.77398 1.39182 -1.01286
C -1.84354 0.54967 -4.17732
H 2.52017 -0.37099 1.76149
C -2.22760 -1.01809 0.27013
H -1.09172 -2.38095 1.65726
C 2.03696 1.35539 0.39238
C -0.38501 0.69205 -4.24007
H -2.27489 1.26119 -3.46246
N -0.59273 1.14840 4.14064
H 2.15246 2.22143 1.04341
C 0.19537 2.03288 -4.09433
C -2.05109 -0.73836 -1.11991
H -0.56517 -1.55777 -2.59641
C -0.35497 -2.17139 -0.44598
H -0.38528 2.63378 -3.38255
H -0.48690 1.01214 5.13830
H 0.43134 -2.92076 -0.47923
C 1.78784 0.03796 -1.49354
H -2.14124 -0.46406 -3.88957
C 2.19395 -0.01370 0.78508
Zr -0.09807 0.19538 0.01338
H 0.42714 -1.03743 4.77615
C -0.16473 0.21778 3.27885
H 2.27456 -1.88847 -0.43426
C -1.16872 -1.88460 0.69223
*
```

(8)
The following is a quantum chemistry calculation of C15H23N4PSn as an isolated structure, from the Open Molecules 2025 dataset.

The total energy is -1359.274714 a.u. The HOMO energy (alpha / beta) comes out at -0.536 / -0.549 Ha. As for the LUMO energy (alpha / beta): -10.41 / -9.21 eV.

Structure (ORCA input):
```
! RIJCOSX wB97M-V def2-TZVPD def2/J DEFGRID3
* xyz 2 1
C -1.36123 0.52046 -0.20592
H 1.78046 1.31537 2.81276
N -0.76529 -1.89427 7.45408
C -1.41879 -2.00420 0.24393
C -1.02523 -1.20150 4.09277
Sn -1.05611 1.31901 1.85712
H 2.21859 1.52438 2.25528
C -1.38786 1.54904 -1.15974
C 1.74352 2.03596 -1.14423
C -1.57036 -0.79531 -0.63034
H -2.39404 -2.51858 0.30291
H 1.31784 1.11452 -1.57040
H 1.60091 -1.08501 -1.91040
H 1.90316 2.78016 -1.94647
H -0.30162 -3.86299 0.40793
H -2.24348 -2.03512 -2.25590
C -2.05047 0.01082 -2.88870
H 1.50491 -2.92076 1.32885
H -1.74707 2.14793 -3.18991
P 0.66282 2.76962 0.15382
C -0.95566 -1.90966 6.29446
H 2.31017 -1.53240 0.50598
C -1.97581 -1.01800 -1.95482
H 0.42288 -2.24735 -2.63271
C 1.90861 -2.55305 0.37556
H -0.67833 3.54732 -1.72818
C 1.15851 4.52295 0.07058
H -0.85429 -3.49194 -1.25478
H -2.33606 -0.17766 -3.92371
C -0.90725 2.94033 -0.83010
H 2.76953 -3.18752 0.09740
C -0.43169 -3.05919 -0.33524
C -1.74295 1.30846 -2.49028
H 1.14195 4.86597 -0.97725
H 0.46341 5.11734 0.67801
N 0.89217 -2.58845 -0.63403
C 1.26796 -2.14086 -1.93777
N -0.91619 -0.54813 3.10307
N -1.21281 -2.04732 5.01480
H 2.12101 -2.73020 -2.32387
H 2.16499 4.60571 0.49993
H -1.62402 3.50482 -0.20856
H -1.09780 -1.72474 1.25289
H 2.70099 1.77402 -0.66879
*
```